The following is a DFT calculation (ωB97M-V with the def2-TZVPD basis set) of a 8-piece molecular cluster, C42H86N2O14S6 overall.

Cartesian coordinates (Å):
S -6.937 -15.196 -1.645
S -0.359 -12.952 -1.452
S -7.145 -11.658 1.816
S -5.322 -24.938 -2.732
S -8.923 -11.751 -2.932
S -2.722 -19.947 -1.744
O -8.220 -14.931 -1.066
O -6.557 -11.945 3.120
O -4.476 -25.321 -3.918
O -7.751 -11.056 -2.499
O -4.375 -18.038 -6.590
O -5.919 -14.210 -1.704
O -0.174 -12.360 -0.171
O 0.793 -13.360 -2.394
O -2.205 -18.612 -1.457
O -8.402 -12.268 1.459
O -8.821 -12.903 -3.838
O -3.812 -20.498 -0.840
O -13.236 -15.562 -0.403
O -5.393 -25.720 -1.415
N -3.980 -16.763 -7.169
N -13.460 -16.453 -1.422
C -2.873 -13.962 -1.348
C -14.516 -17.145 -3.554
C -3.597 -13.917 -7.572
C -1.504 -17.166 -6.637
C -1.509 -20.558 -4.028
C -12.825 -18.675 -2.562
C -0.958 -21.711 -3.210
C -6.109 -17.793 -1.798
C -2.851 -16.199 -6.424
C -11.330 -11.645 -1.750
C -7.080 -9.890 1.542
C -1.339 -21.182 -1.812
C -5.150 -15.985 -7.627
C -2.694 -12.969 -2.596
C -6.238 -15.512 -6.612
C -5.840 -16.807 -8.747
C -2.961 -20.162 -3.602
C -9.937 -12.306 -1.480
C -14.195 -15.968 -2.594
C -12.034 -18.040 -0.146
C -7.002 -22.996 -2.672
C -1.574 -11.971 -2.302
C -13.426 -15.006 -3.530
C -5.115 -10.528 0.169
C -10.272 -10.483 -3.488
C -2.459 -14.815 -6.996
C -6.402 -16.716 -0.746
C -7.086 -17.551 -2.987
C -11.225 -16.715 -2.130
C -6.281 -9.526 0.243
C -4.664 -14.716 -8.335
C -3.073 -15.871 -4.858
C -12.441 -17.443 -1.542
C -5.630 -22.209 -2.674
C -5.771 -11.923 0.516
C -13.442 -18.168 -3.924
C -4.675 -23.299 -2.207
C -11.076 -10.197 -2.234
C -7.002 -24.514 -3.238
C -1.367 -14.412 -1.102
C -15.568 -15.448 -2.182
C -6.974 -16.026 -3.264
H -4.127 -18.668 -7.271
H -13.933 -15.838 0.197
H -14.117 -14.447 -4.162
H -1.488 -20.774 -5.096
H -6.599 -16.220 -9.264
H -5.487 -21.943 -3.722
H -16.231 -16.234 -1.820
H -6.907 -9.909 -0.564
H -3.652 -14.721 -1.419
H -6.874 -18.199 -3.837
H -13.867 -18.985 -4.506
H -10.697 -11.100 -4.280
H -5.159 -17.117 -9.540
H -6.220 -12.208 -0.436
H -0.591 -16.636 -6.366
H -1.575 -14.828 -7.634
H -1.044 -15.073 -1.906
H -12.980 -14.166 -2.997
H -11.879 -19.050 -2.952
H -6.313 -17.719 -8.385
H -16.090 -14.957 -3.003
H -4.754 -23.333 -1.120
H -1.699 -22.046 -1.254
H -8.083 -17.796 -2.623
H -12.765 -15.494 -4.247
H -2.331 -13.494 -3.480
H -5.469 -14.115 -8.759
H -9.775 -9.666 -4.011
H -5.091 -17.677 -2.170
H -5.647 -21.273 -2.116
H -1.098 -11.469 -3.145
H -0.543 -20.924 -1.113
H -7.591 -15.481 -3.978
H -6.243 -18.842 -1.533
H -6.281 -9.709 2.260
H -3.204 -13.404 -0.472
H -2.214 -15.642 -4.227
H -1.504 -22.639 -3.375
H -1.300 -17.346 -7.693
H -1.849 -11.214 -1.568
H -0.956 -19.621 -3.962
H -3.486 -19.265 -3.932
H -5.827 -14.853 -5.846
H -15.050 -16.845 -4.455
H -12.871 -17.581 -4.644
H -12.024 -11.548 -0.916
H -3.535 -14.888 -4.773
H -3.660 -23.214 -2.596
H -11.357 -16.682 -3.212
H -3.011 -13.127 -8.043
H -9.479 -12.142 -0.505
H -15.342 -17.725 -3.144
H -1.132 -14.858 -0.135
H -7.691 -25.127 -2.657
H -7.993 -9.382 1.851
H -11.935 -12.205 -2.463
H -1.395 -18.064 -6.028
H -3.604 -12.528 -3.002
H -9.926 -13.386 -1.623
H 0.123 -21.614 -3.313
H -4.647 -10.394 -0.806
H -4.047 -13.449 -6.696
H -7.753 -22.346 -3.120
H -4.328 -10.193 0.846
H -7.316 -17.065 -0.268
H -12.932 -18.419 0.342
H -11.975 -9.632 -2.480
H -4.156 -15.008 -9.254
H -5.048 -12.715 0.713
H -3.842 -16.463 -4.361
H -11.471 -18.950 -0.352
H -7.235 -23.086 -1.611
H -6.044 -8.463 0.195
H -10.323 -17.304 -1.971
H -7.126 -14.949 -6.901
H -5.603 -16.437 -0.059
H -11.400 -17.411 0.479
H -11.090 -15.661 -1.887
H -6.857 -16.346 -6.282
H -6.914 -24.660 -4.315
H -3.675 -20.926 -3.909
H -13.340 -19.463 -2.012
H -2.053 -14.243 -6.162
H -10.495 -9.595 -1.535
H -5.970 -15.888 -3.663
H -15.446 -14.560 -1.562

Multiplicity ... 2
E_tot ... -5203.47221 Eh
Net charge ... -1
LUMO energy (spin up / spin down) ... 1.700 / 1.669 eV
Frontier orbital gap (spin up / spin down) ... 1.49 / 8.00 eV

Atomic partial charges in e from the Löwdin method, atoms 1 to 4: 0.65 0.71 0.70 0.74